ORCA calculation (ωB97M-V/def2-TZVPD) on C6H4O3 in the gas phase in a non-equilibrium geometry.

```
! RIJCOSX wB97M-V def2-TZVPD def2/J DEFGRID3
* xyz 0 1
O 0.0432 -0.5774 -3.2710
O 1.9683 0.9663 3.4801
O -0.5171 1.0289 -0.4763
C 1.2117 0.8437 1.1316
C -1.2241 0.2440 -1.3876
C -0.6018 -0.4411 -2.2581
C -0.1561 0.6396 0.7688
C -1.1213 -1.2887 -1.0207
C 1.5855 0.7734 2.4134
H -1.9209 -2.0799 -1.1110
H 1.8343 1.2784 0.3986
H -0.7288 0.1353 1.5359
H -0.3730 -1.5224 -0.2037
*
```

orbital gap (alpha / beta) = 0.29326 / 0.20685 hartree
relative energy (zero: lowest compared OMol25 entry of this formula, charge and spin) = 137.9 kcal/mol
electronic energy = -456.48322 Eh
HOMO (alpha / beta) = -8.375 / -7.158 eV

Results of the natural (NBO) charge analysis, in e, for atoms 1 through 5: number 1, O, carries -0.49; number 2, O, carries -0.40; number 3, O, carries -0.42; number 4, C, carries -0.57; number 5, C, carries 0.12


ORCA calculation (ωB97M-V/def2-TZVPD) on a molecular structure, C6H4O3PS2 in a non-equilibrium geometry.

```
! RIJCOSX wB97M-V def2-TZVPD def2/J DEFGRID3
* xyz -1 1
S -3.5341 0.2797 -0.0464
S 0.0296 2.2563 0.7709
P -2.1048 1.2249 -1.0307
O -0.0909 2.4504 2.1902
O -1.3830 2.3350 0.1105
O 0.9288 3.1480 0.0854
C 0.4778 0.6174 0.4066
C -0.5581 -1.2938 -1.2042
C 1.4123 -1.5890 0.2509
C 0.5206 -2.0429 -0.6750
C 1.3859 -0.2732 0.7949
C -0.8052 -0.0189 -0.8516
H 2.1406 0.0066 1.5238
H 0.6255 -3.0596 -1.0324
H 2.1830 -2.2571 0.6100
H -1.2280 -1.7837 -1.9031
*
```

orbital gap = 0.26206 hartree
electronic energy = -1594.51422 Eh
HOMO = -3.855 eV

Results of the natural (NBO) charge analysis, in e, for atoms 1 through 5: number 1, S, carries -0.73; number 2, S, carries 2.40; number 3, P, carries 0.88; number 4, O, carries -0.94; number 5, O, carries -0.98


ORCA calculation (ωB97M-V/def2-TZVPD) on 24 unconnected molecules or ions with the total composition C6H54BrF3NO25P in a non-equilibrium geometry.

```
! RIJCOSX wB97M-V def2-TZVPD def2/J DEFGRID3
* xyz 0 1
Br -3.1398 -3.3308 -2.7969
P -3.4300 -0.2055 -1.0921
F -0.6790 2.5674 1.3792
F -2.6909 2.6053 2.1844
F -1.2457 1.1684 2.9477
O 1.1719 -6.3203 2.3000
O 5.2824 -0.9668 2.2568
O -4.8387 -0.8122 2.4543
O 2.1784 2.0905 -3.8998
O 7.8768 -2.9773 2.3746
O 3.0070 -2.4951 -0.2779
O 2.5878 -0.6092 -3.2884
O 8.4989 4.8313 0.0899
O -1.7698 3.3434 -2.2043
O 5.2271 -4.1541 1.2292
O -4.6994 -0.3366 -7.4667
O 2.8146 3.4309 -1.3875
O -5.1513 4.0548 3.4281
O 2.7690 -5.5330 -0.9373
O -0.0637 -4.3557 0.5382
O -3.1546 7.5215 0.0450
O -4.0476 -6.2790 -0.0381
O -3.1869 0.2218 -2.7554
O -2.0361 0.8368 0.9501
O 1.8882 0.9549 1.6166
O -0.3156 3.2592 4.7904
O -1.0775 6.0907 -1.3934
O 5.9970 3.9461 -1.8384
O 0.6966 -0.5654 -0.9417
O -4.1020 -0.8795 5.1948
N -5.2497 0.1350 -4.0495
C -2.1721 -1.4924 -0.8204
C -2.7434 -2.9035 -0.9127
C -4.2686 0.1657 -3.4500
C -3.9982 -3.1630 -0.0654
C -2.8087 1.2976 -0.1779
C -1.6901 1.7777 1.8224
H -3.6949 6.8086 0.3983
H -1.1443 5.7146 -0.5096
H -3.7031 1.8266 0.1314
H 2.4801 1.4806 1.0697
H -1.4351 -1.4012 -1.6170
H -4.8239 -3.4185 -0.7192
H -1.6385 -1.3912 0.1202
H -4.4835 -1.1916 6.0220
H -2.2101 1.9036 -0.8638
H -3.8280 -4.0065 0.5956
H 2.2368 3.0333 -3.7226
H 1.2679 -0.9771 -0.2805
H -4.6191 3.6338 4.1097
H 3.3135 -3.3929 -0.0836
H -4.5170 4.2911 2.7459
H 3.1505 -2.3940 -1.2248
H 1.8417 -5.4543 -1.1914
H 1.7103 -5.9013 1.6174
H -0.6477 2.4656 4.3578
H -0.3292 -4.7317 1.3866
H 3.0988 -6.2798 -1.4456
H -4.2557 -2.3004 0.5418
H -4.9064 -0.7153 -6.6040
H 3.0730 -0.2061 -4.0174
H 1.0425 1.4077 1.5551
H -1.9573 -3.5842 -0.6199
H -5.2007 -1.1177 3.2906
H 5.2947 -3.2036 1.3951
H -1.6297 3.2767 -3.1541
H 7.9471 -3.0381 1.4171
H 7.9823 -2.0393 2.5621
H 3.1896 4.3009 -1.2054
H 2.0003 3.4201 -0.8716
H 5.2978 -4.5495 2.1026
H -1.5587 4.2636 -1.9921
H 0.5314 -3.6333 0.7707
H 7.5910 4.8692 -0.2304
H -4.6887 0.6101 -7.2991
H 2.2445 1.6898 -3.0286
H -3.4408 -0.2356 5.4674
H -4.3323 -7.1965 0.0104
H 4.6598 -1.1509 2.9674
H -0.9306 7.0271 -1.2326
H 2.1212 -1.3505 -3.6887
H -3.7938 8.1391 -0.3236
H 1.8052 -6.7135 2.9073
H -4.1792 -0.1698 2.7261
H 8.8840 4.0956 -0.3947
H 1.3048 -0.2181 -1.6031
H 4.9668 -0.1410 1.8774
H 0.2236 2.9391 5.5192
H 6.1555 4.4481 -2.6444
H -3.9961 -6.0873 -0.9812
H 5.0935 3.6267 -1.9237
*
```

orbital gap = 0.31475 hartree
electronic energy = -5411.69699 Eh
HOMO = -9.032 eV

Results of the Mulliken charge analysis, in e, for atoms 1 through 5: number 1, Br, carries -0.18; number 2, P, carries -0.24; number 3, F, carries -0.29; number 4, F, carries -0.17; number 5, F, carries -0.31


ORCA calculation (ωB97M-V/def2-TZVPD) on a molecular structure, C6H5AsO6S5SbW in a non-equilibrium geometry.

```
! RIJCOSX wB97M-V def2-TZVPD def2/J DEFGRID3
* xyz -1 1
W 0.4817 1.5124 -1.3600
Sb 1.0393 4.4526 -2.5785
As -1.6363 1.0631 1.2932
S 1.7879 -0.3257 0.4463
S 2.5183 2.6423 -1.7020
S -0.0970 2.3204 -3.4202
S 1.7722 5.2803 -4.5227
S 0.4088 5.6944 -0.8403
O -0.5668 2.4436 -0.3884
O 1.8014 -0.3421 -1.0511
O -0.6436 -0.0235 -1.5569
O 1.3161 1.0559 0.7341
O -2.9392 0.7353 0.3693
O 2.9894 -0.7633 1.0769
C -0.2539 -3.5617 1.5747
C -1.8033 -1.7246 1.6384
C -0.8177 -0.8083 1.2553
C -1.5330 -3.0758 1.7973
C 0.7407 -2.6835 1.1824
C 0.4522 -1.3339 1.0244
H -1.5869 0.2139 -1.5578
H -2.3294 -3.7482 2.0913
H 1.7480 -3.0335 0.9981
H -0.0316 -4.6133 1.6991
H -2.8172 -1.3770 1.7971
*
```

orbital gap = 0.23599 hartree
relative energy (zero: lowest compared OMol25 entry of this formula, charge and spin) = 37.5 kcal/mol
electronic energy = -5217.32273 Eh
HOMO = -5.655 eV

Results of the natural (NBO) charge analysis, in e, for atoms 1 through 5: number 1, W, carries 1.67; number 2, Sb, carries 1.35; number 3, As, carries 1.48; number 4, S, carries 2.40; number 5, S, carries -0.49


ORCA calculation (ωB97M-V/def2-TZVPD) on C6H5BrF2O in the gas phase in a non-equilibrium geometry.

```
! RIJCOSX wB97M-V def2-TZVPD def2/J DEFGRID3
* xyz 0 1
Br 2.3838 -0.8518 -0.8198
F 2.1670 0.5222 1.5177
F 0.5199 2.5317 0.6922
O -0.8619 -1.6557 1.9630
C -0.6892 0.0842 -1.3402
C 0.7729 1.4604 -0.1368
C -1.1117 -0.8136 -0.2710
C 1.5986 0.5179 0.3456
C -0.3642 -1.0229 0.8406
C 0.0213 1.2055 -1.2635
H 0.0472 1.7742 -2.2133
H -1.7961 -1.7353 2.2333
H -2.1522 -0.7952 -0.1227
H -1.2094 -0.0527 -2.2492
H 0.6740 -1.1691 0.8241
*
```

SMILES = O/C=C/C=C\C(F)=C(\F)Br
orbital gap = 0.33992 hartree
relative energy (zero: lowest compared OMol25 entry of this formula, charge and spin) = 34.3 kcal/mol
electronic energy = -3080.47589 Eh
HOMO = -8.958 eV

Results of the natural (NBO) charge analysis, in e, for atoms 1 through 5: number 1, Br, carries 0.04; number 2, F, carries -0.30; number 3, F, carries -0.32; number 4, O, carries -0.71; number 5, C, carries -0.10


ORCA calculation (ωB97M-V/def2-TZVPD) on C6H5BrN2S in the gas phase in a non-equilibrium geometry.

```
! RIJCOSX wB97M-V def2-TZVPD def2/J DEFGRID3
* xyz 0 1
Br 1.4269 0.6501 2.8830
S -0.1978 2.4096 0.0181
N -0.1334 0.1176 1.6438
N 0.3451 -1.2807 -0.8604
C 0.2686 -1.9320 0.2207
C -0.0853 2.2137 -1.6872
C -0.0387 0.7784 0.3082
C 0.0558 0.0187 -0.8503
C -0.0528 0.8916 -2.0344
C -0.4413 -1.3205 1.5306
H 0.5007 -3.0943 0.2151
H 0.1419 3.1014 -2.2652
H -1.5112 -1.2413 1.4358
H -0.3414 -1.8365 2.4832
H 0.0629 0.5240 -3.0410
*
```

SMILES = BrN1CC=Nc2ccsc21
orbital gap = 0.28518 hartree
relative energy (zero: lowest compared OMol25 entry of this formula, charge and spin) = 8.3 kcal/mol
electronic energy = -3313.25248 Eh
HOMO = -8.464 eV

Results of the natural (NBO) charge analysis, in e, for atoms 1 through 5: number 1, Br, carries 0.06; number 2, S, carries 0.50; number 3, N, carries -0.41; number 4, N, carries -0.41; number 5, C, carries 0.13


ORCA calculation (ωB97M-V/def2-TZVPD) on C6H5BrO3S in the gas phase in a non-equilibrium geometry.

```
! RIJCOSX wB97M-V def2-TZVPD def2/J DEFGRID3
* xyz 0 1
Br -1.0618 -0.1711 -2.4301
S -1.0524 1.0175 0.5440
O -0.9005 -3.0610 -0.1466
O -1.7401 1.9425 -0.2269
O -1.6826 0.8161 1.8152
C -1.4295 -0.7060 -0.5546
C -0.5580 -1.8760 -0.1499
C 1.2204 -0.3288 0.6293
C 1.4787 1.8968 -0.5708
C 0.7770 1.0046 0.1239
C 0.6489 -1.5508 0.6073
H 1.9753 -0.3293 1.4138
H -2.3877 -1.0203 -0.7821
H 1.0439 2.8085 -0.6653
H 2.5721 1.9870 -0.7631
H 1.0962 -2.4297 1.1559
*
```

SMILES = C=C1C=CC(=O)[C@H](Br)S1(=O)=O
orbital gap = 0.33673 hartree
relative energy (zero: lowest compared OMol25 entry of this formula, charge and spin) = 62.4 kcal/mol
electronic energy = -3429.39650 Eh
HOMO = -10.133 eV

Results of the natural (NBO) charge analysis, in e, for atoms 1 through 5: number 1, Br, carries 0.03; number 2, S, carries 2.12; number 3, O, carries -0.49; number 4, O, carries -0.92; number 5, O, carries -0.87


ORCA calculation (ωB97M-V/def2-TZVPD) on 2 unconnected molecules or ions with the total composition C6H5Cl3O in a non-equilibrium geometry.

```
! RIJCOSX wB97M-V def2-TZVPD def2/J DEFGRID3
* xyz 0 1
Cl 3.8170 1.8689 3.3405
Cl 0.0000 0.0000 0.0000
Cl 5.3907 -0.7456 -1.1193
O 0.1465 -3.6141 6.3764
C 4.0649 -0.0459 -0.2268
C 1.6547 0.2826 0.3591
C 2.0985 0.9571 1.5318
C 3.4043 1.0604 1.8229
C 2.7030 -0.2958 -0.4619
C 4.3516 0.6275 0.9321
H -0.1002 -2.6766 6.5453
H -0.3145 -4.1227 7.0815
H 1.4282 1.3160 2.3239
H 2.5077 -0.7523 -1.4412
H 5.3792 0.8294 1.2622
*
```

SMILES = Clc1cc(Cl)cc(Cl)c1.O
orbital gap = 0.37038 hartree
relative energy (zero: lowest compared OMol25 entry of this formula, charge and spin) = 5.1 kcal/mol
electronic energy = -1687.43723 Eh
HOMO = -9.502 eV

Results of the natural (NBO) charge analysis, in e, for atoms 1 through 5: number 1, Cl, carries 0.00; number 2, Cl, carries 0.06; number 3, Cl, carries 0.03; number 4, O, carries -0.94; number 5, C, carries -0.02


ORCA calculation (ωB97M-V/def2-TZVPD) on a molecular structure, C6H5ClK.

```
! RIJCOSX wB97M-V def2-TZVPD def2/J DEFGRID3
* xyz 1 1
K -2.0902 1.6093 -1.4243
Cl -1.7651 4.2466 2.3566
C -2.1458 0.2719 2.1258
C -4.3018 1.2384 1.6374
C -2.4296 2.6578 2.1403
C -3.7759 2.5192 1.8094
C -3.4922 0.1141 1.7943
C -1.6049 1.5447 2.3012
H -3.9120 -0.8913 1.6575
H -4.4033 3.4122 1.6886
H -5.3621 1.1227 1.3766
H -1.5019 -0.6086 2.2511
H -0.5473 1.6821 2.5621
*
```

orbital gap = 0.31357 hartree
electronic energy = -1291.57094 Eh
HOMO = -12.750 eV

Results of the natural (NBO) charge analysis, in e, for atoms 1 through 5: number 1, K, carries 1.00; number 2, Cl, carries 0.04; number 3, C, carries -0.21; number 4, C, carries -0.21; number 5, C, carries -0.05


ORCA calculation (ωB97M-V/def2-TZVPD) on C6H5ClN4 in the gas phase in a non-equilibrium geometry.

```
! RIJCOSX wB97M-V def2-TZVPD def2/J DEFGRID3
* xyz 0 1
Cl 0.3469 2.1767 -1.9828
N -0.9729 -1.6286 0.8432
N -1.4723 -0.3631 -0.9636
N 1.0687 -0.5345 1.5405
N 1.6511 1.3043 0.1241
C -1.0801 -2.6778 1.8454
C 0.5972 1.1146 -0.6370
C 1.8367 0.4797 1.1646
C -0.3116 0.0938 -0.3617
C -1.8141 -1.3754 -0.2214
C 0.0210 -0.6938 0.7457
H 2.7348 0.6613 1.7739
H -2.7276 -1.9927 -0.3633
H -1.9799 -3.2368 1.6281
H -0.1941 -3.2926 1.8051
H -1.1470 -2.2360 2.8402
*
```

SMILES = Cn1cnc2c(Cl)ncnc21
orbital gap = 0.36142 hartree
relative energy (zero: lowest compared OMol25 entry of this formula, charge and spin) = 0.0 kcal/mol
electronic energy = -910.88322 Eh
HOMO = -9.438 eV

Results of the natural (NBO) charge analysis, in e, for atoms 1 through 5: number 1, Cl, carries 0.04; number 2, N, carries -0.36; number 3, N, carries -0.43; number 4, N, carries -0.46; number 5, N, carries -0.47